Record 1
DFT (ωB97M-V/def2-TZVPD) results for 2 unconnected molecules or ions with the total composition C5H13NO in a non-equilibrium geometry.

molar mass	103.165	g mol⁻¹
charge	0

Each line ends with the Mulliken charge.
Element x y z (Å)
C (-0.796, -1.783, 1.496)  -0.80
C (0.593, -2.018, 0.729)  0.60
N (1.529, -1.116, 1.291)  -0.41
O (0.546, -2.656, -0.302)  -0.54
H (-1.161, -0.774, 1.096)  0.10
H (-0.692, -1.449, 2.574)  0.31
H (-1.550, -2.566, 1.476)  0.29
H (2.366, -0.871, 0.759)  0.24
H (1.537, -0.892, 2.206)  0.15
C (-0.275, 2.540, -0.580)  -1.08
C (0.295, 1.131, -0.902)  0.18
C (-0.644, 0.184, -1.741)  -0.85
H (-1.229, 2.420, 0.010)  0.26
H (-0.560, 3.089, -1.460)  0.32
H (0.412, 3.288, 0.065)  0.27
H (1.396, 1.259, -1.230)  0.29
H (0.529, 0.572, 0.057)  -0.13
H (0.011, -0.814, -1.984)  0.13
H (-1.313, -0.104, -0.952)  0.17
H (-0.993, 0.559, -2.608)  0.50

Forces on atoms 1 to 6 (eV/Å):
C 0.9560 2.0512 1.0488
C -2.9953 1.3908 1.5179
N 0.5546 -2.2783 -5.4343
O 1.6743 0.7600 0.8794
H 0.1547 -1.6362 -0.0561
H 0.3290 -0.8025 -0.8855



Record 2
DFT (ωB97M-V/def2-TZVPD) results for 2 unconnected molecules or ions with the total composition C6H12N2O2 in a non-equilibrium geometry.

molar mass	144.174	g mol⁻¹
charge	0

Each line ends with the Mulliken charge.
Element x y z (Å)
C (0.101, -2.387, -0.152)  -0.75
C (-0.491, -1.456, -0.886)  -0.15
C (-1.514, -0.399, -0.351)  0.64
N (-2.249, -0.819, 0.719)  -0.30
O (-1.903, 0.480, -1.101)  -0.68
H (0.779, -3.111, -0.573)  0.27
H (-0.003, -2.424, 0.922)  0.19
H (-0.354, -1.422, -1.959)  0.35
H (-3.183, -0.454, 0.816)  0.26
H (-1.981, -1.628, 1.253)  0.16
C (0.185, 1.459, 1.816)  -0.96
N (0.293, 1.261, 0.386)  -0.18
C (1.373, 0.586, -0.179)  0.82
C (1.611, 0.944, -1.629)  -1.30
O (2.111, -0.103, 0.498)  -0.64
H (0.906, 0.804, 2.301)  0.31
H (-0.812, 1.183, 2.166)  0.30
H (0.368, 2.499, 2.090)  0.32
H (-0.245, 1.876, -0.208)  0.30
H (2.304, 0.231, -2.066)  0.31
H (0.672, 0.933, -2.178)  0.35
H (2.033, 1.947, -1.686)  0.37

Forces on atoms 1 to 6 (eV/Å):
C -0.0448 0.3130 -0.0425
C -0.6383 0.5894 0.9473
C -0.7137 -2.4940 -1.9967
N 0.4120 0.4087 0.3278
O 0.1440 0.3328 0.3489
H 0.0190 -0.0703 -0.1601



Record 3
DFT (ωB97M-V/def2-TZVPD) results for a molecular structure, C31H65O18PS7 in a non-equilibrium geometry.

molar mass	981.286	g mol⁻¹
charge	0

Each line ends with the Mulliken charge.
Element x y z (Å)
C (16.278, 13.984, 8.824)  0.91
O (16.196, 13.437, 10.156)  -1.50
P (14.768, 12.819, 10.692)  0.52
O (13.508, 13.194, 10.008)  -0.86
O (15.049, 11.236, 10.710)  -0.08
C (14.123, 10.292, 11.303)  -0.78
O (14.759, 13.053, 12.305)  -0.36
C (15.830, 12.614, 13.115)  -0.73
H (16.963, 14.826, 8.725)  1.36
H (15.289, 14.178, 8.410)  -0.22
H (16.887, 13.355, 8.175)  -3.09
H (14.683, 9.506, 11.810)  0.37
H (13.451, 9.817, 10.589)  0.26
H (13.370, 10.814, 11.893)  0.62
H (16.620, 11.933, 12.800)  0.08
H (15.390, 11.996, 13.898)  0.35
H (16.197, 13.507, 13.621)  0.24
C (20.331, 13.887, 8.739)  -0.01
C (21.426, 14.200, 7.712)  -0.68
C (20.876, 14.968, 6.471)  -0.85
S (18.984, 14.786, 6.612)  1.56
O (18.537, 14.273, 5.335)  -0.81
O (18.522, 16.030, 7.161)  -0.81
C (19.085, 13.441, 7.840)  0.49
H (19.982, 14.667, 9.415)  0.38
H (20.530, 12.981, 9.311)  -0.28
H (21.733, 13.211, 7.373)  0.30
H (22.262, 14.716, 8.186)  0.51
H (21.245, 14.543, 5.537)  0.33
H (21.017, 16.049, 6.502)  0.44
H (19.277, 12.517, 7.294)  0.88
H (18.164, 13.536, 8.414)  0.50
C (15.656, 9.333, 6.518)  0.11
C (16.967, 9.392, 5.776)  -1.01
C (17.437, 10.866, 5.532)  -0.92
S (16.744, 11.875, 6.839)  1.79
O (15.569, 12.712, 6.440)  -0.19
O (17.724, 12.359, 7.750)  0.23
C (16.061, 10.319, 7.659)  -0.28
H (15.433, 8.328, 6.879)  0.03
H (14.889, 9.786, 5.890)  0.36
H (16.846, 8.858, 4.834)  0.55
H (17.716, 8.866, 6.368)  0.35
H (17.044, 11.274, 4.601)  0.45
H (18.514, 10.975, 5.405)  0.44
H (15.266, 10.858, 8.175)  -0.76
H (16.781, 9.873, 8.345)  -0.13
C (16.357, 15.667, 11.297)  0.80
C (15.013, 16.071, 11.989)  -0.79
C (14.994, 15.899, 13.556)  -0.85
S (16.759, 15.799, 13.997)  1.12
O (17.257, 14.368, 14.188)  -0.64
O (17.048, 16.780, 14.993)  -0.73
C (17.411, 16.344, 12.396)  -0.90
H (16.421, 15.982, 10.256)  0.19
H (16.452, 14.582, 11.337)  -0.13
H (14.203, 15.456, 11.594)  0.12
H (14.689, 17.072, 11.705)  0.64
H (14.396, 15.055, 13.900)  0.33
H (14.599, 16.783, 14.056)  0.51
H (18.457, 16.146, 12.162)  0.42
H (17.187, 17.410, 12.369)  0.46
C (18.830, 11.469, 10.148)  1.40
C (17.832, 10.458, 10.653)  0.10
C (18.467, 9.654, 11.915)  -1.33
S (20.187, 9.389, 11.481)  1.27
O (20.391, 8.354, 10.472)  -0.68
O (20.826, 9.467, 12.691)  -0.65
C (20.257, 10.969, 10.546)  -1.75
H (18.791, 12.528, 10.405)  0.43
H (18.728, 11.443, 9.063)  -0.38
H (17.674, 9.643, 9.947)  0.39
H (16.790, 10.755, 10.770)  -0.13
H (18.008, 8.678, 12.075)  0.66
H (18.505, 10.221, 12.845)  0.44
H (21.064, 10.969, 9.814)  0.64
H (20.621, 11.697, 11.271)  0.46
C (16.630, 14.535, 5.357)  -0.15
C (15.125, 14.387, 4.887)  0.01
C (14.323, 15.610, 5.253)  -1.24
S (14.881, 15.966, 6.955)  1.36
O (13.924, 15.358, 7.873)  -0.52
O (15.104, 17.403, 6.912)  -0.87
C (16.515, 14.947, 6.873)  0.32
H (17.116, 15.264, 4.709)  0.58
H (17.086, 13.545, 5.352)  -0.14
H (14.643, 13.475, 5.239)  -0.48
H (15.226, 14.239, 3.812)  0.66
H (13.265, 15.381, 5.383)  0.50
H (14.394, 16.582, 4.766)  0.40
H (16.631, 14.049, 7.479)  -1.42
H (17.340, 15.610, 7.138)  0.61
C (13.041, 8.346, 10.760)  -0.43
C (12.691, 8.003, 9.286)  1.04
C (13.371, 6.758, 8.821)  -0.57
S (13.834, 5.756, 10.303)  1.08
O (15.314, 5.722, 10.358)  -0.62
O (13.011, 4.577, 10.261)  -0.65
C (13.146, 7.093, 11.523)  -1.11
H (12.295, 9.042, 11.141)  0.73
H (13.953, 8.925, 10.908)  -0.41
H (13.164, 8.802, 8.714)  -1.31
H (11.631, 7.939, 9.040)  0.40
H (14.256, 6.994, 8.230)  -0.15
H (12.964, 6.014, 8.136)  0.55
H (13.618, 7.065, 12.505)  0.48
H (12.085, 6.923, 11.708)  0.44
C (11.876, 13.442, 7.698)  -0.97
C (13.071, 12.507, 8.270)  1.55
C (13.097, 11.379, 7.167)  0.65
S (11.387, 11.135, 6.341)  1.22
O (10.787, 9.826, 6.776)  -0.69
O (11.388, 11.457, 4.922)  -0.69
C (10.740, 12.500, 7.311)  -0.89
H (12.289, 14.002, 6.859)  0.15
H (11.405, 14.107, 8.421)  0.26
H (12.852, 12.272, 9.312)  0.05
H (13.978, 13.100, 8.379)  -1.08
H (13.422, 10.353, 7.341)  -0.70
H (13.747, 11.642, 6.332)  -0.32
H (10.332, 12.068, 8.225)  0.35
H (9.918, 12.835, 6.678)  0.55

Forces on atoms 1 to 6 (eV/Å):
C -0.9660 0.3270 3.0415
O -2.4590 -2.9958 0.1991
P 0.7366 0.0971 2.5665
O 4.2482 4.8521 9.3751
O -0.3843 0.4407 -0.6010
C 0.4253 6.1457 -0.2265



Record 4
DFT (ωB97M-V/def2-TZVPD) results for CH2ClOPS in the gas phase in a non-equilibrium geometry.

molar mass	128.520	g mol⁻¹
charge	0

Each line ends with the Mulliken charge.
Element x y z (Å)
O (2.256, 0.421, 0.325)  -0.48
P (1.531, 0.152, 1.555)  0.64
S (2.381, -0.914, 2.977)  -0.27
C (-0.267, 0.768, 1.444)  -0.36
Cl (-1.352, -0.582, 1.177)  -0.12
H (-0.460, 1.473, 0.630)  0.30
H (-0.457, 1.139, 2.409)  0.29

Forces on atoms 1 to 6 (eV/Å):
O -0.0283 0.6527 -0.9098
P 0.7615 -1.5051 0.9439
S -1.7674 1.3884 -1.0452
C 1.1024 -0.7666 -0.4101
Cl -0.2349 -0.6145 -0.0390
H 0.6927 0.0034 0.3525



Record 5
DFT (ωB97M-V/def2-TZVPD) results for a molecular structure, CHN2O4 in a non-equilibrium geometry.

molar mass	105.029	g mol⁻¹
charge	-1

Each line ends with the Mulliken charge.
Element x y z (Å)
C (1.405, 0.493, -0.215)  0.79
N (-0.315, -0.932, 0.331)  -0.78
N (-0.950, 0.081, -0.014)  1.17
O (1.642, 0.766, 0.894)  -0.50
O (-0.300, 1.142, -0.336)  -0.59
O (1.685, -0.014, -1.234)  -0.53
O (-2.175, 0.106, -0.073)  -0.77
H (-0.993, -1.641, 0.646)  0.21

Forces on atoms 1 to 6 (eV/Å):
C 0.1968 -0.3213 0.1381
N 0.7635 -2.1123 1.0282
N -0.7528 0.2998 -0.2130
O 1.4465 0.9546 1.8977
O -0.3122 0.0137 -0.6708
O 0.4903 -0.0203 -1.6317



Record 6
DFT (ωB97M-V/def2-TZVPD) results for 13 unconnected molecules or ions with the total composition C10H46O18 in a non-equilibrium geometry.

molar mass	454.460	g mol⁻¹
charge	0

Each line ends with the Mulliken charge.
Element x y z (Å)
O (3.330, -0.029, 1.057)  -0.53
H (4.139, 0.426, 1.439)  0.28
H (2.606, 0.592, 1.085)  0.15
O (-1.886, 1.948, 1.352)  -0.66
H (-1.416, 2.408, 2.019)  0.29
H (-1.196, 1.573, 0.783)  0.06
O (-1.743, -1.523, -1.014)  -0.55
H (-2.191, -2.209, -0.529)  0.23
H (-2.172, -0.774, -0.614)  0.26
O (3.340, 1.751, -2.155)  -0.75
H (3.145, 1.783, -1.245)  0.42
H (3.713, 0.843, -2.253)  0.34
O (2.233, 2.342, 0.270)  -0.63
H (1.412, 2.810, 0.016)  0.12
H (2.714, 2.987, 0.802)  0.21
O (0.969, 1.428, -3.391)  -0.60
H (0.637, 0.523, -3.308)  0.35
H (1.848, 1.478, -2.994)  0.35
O (0.374, -1.223, -2.796)  -0.68
H (0.132, -1.351, -1.876)  0.12
H (-0.269, -1.823, -3.271)  0.32
O (0.334, 0.431, 0.030)  1.52
H (0.256, -0.523, -0.056)  -0.42
H (0.821, 0.781, -0.706)  -0.28
C (-3.050, 1.224, -3.916)  -0.78
C (-2.423, 1.657, -2.560)  0.92
O (-3.257, 1.988, -1.471)  -0.55
O (-2.142, 0.503, -4.766)  -0.51
H (-3.545, 2.127, -4.297)  0.34
H (-3.800, 0.464, -3.741)  0.32
H (-1.916, 2.582, -2.778)  -0.28
H (-1.722, 0.888, -2.273)  -0.02
H (-3.796, 2.689, -1.758)  0.32
H (-1.535, 1.119, -5.321)  0.33
C (-2.378, -3.027, 1.712)  0.71
C (-1.945, -4.417, 2.091)  -0.51
O (-0.828, -4.160, 2.810)  -0.46
O (-3.475, -3.185, 0.872)  -0.59
H (-1.681, -2.325, 1.285)  -0.70
H (-2.655, -2.478, 2.544)  0.55
H (-1.657, -4.840, 1.120)  0.32
H (-2.714, -5.006, 2.582)  0.26
H (-0.142, -4.708, 2.493)  0.22
H (-4.302, -2.950, 1.187)  0.29
C (0.162, -0.185, 4.033)  -0.47
C (1.431, 0.359, 3.477)  -0.22
O (2.166, 1.264, 4.276)  -0.58
O (-0.522, -1.171, 3.249)  -0.34
H (-0.531, 0.639, 4.345)  0.21
H (0.434, -0.692, 4.971)  0.32
H (1.199, 1.015, 2.561)  -0.07
H (2.116, -0.389, 3.202)  0.51
H (2.738, 0.693, 4.755)  0.38
H (-0.215, -0.929, 2.395)  0.11
C (-0.323, 5.428, -1.844)  -0.45
C (0.322, 4.115, -1.376)  0.22
O (0.076, 4.104, 0.024)  -0.57
O (-0.304, 5.418, -3.253)  -0.57
H (0.250, 6.305, -1.557)  0.40
H (-1.343, 5.594, -1.419)  0.24
H (1.416, 4.131, -1.425)  0.35
H (-0.196, 3.293, -1.849)  -0.18
H (0.539, 4.895, 0.380)  0.32
H (-0.576, 4.568, -3.616)  0.33
C (1.527, -3.580, 0.209)  -0.45
C (2.311, -4.788, 0.981)  -0.61
O (1.917, -4.850, 2.339)  -0.57
O (1.524, -2.392, 1.017)  -0.22
H (0.493, -3.765, 0.108)  0.16
H (1.882, -3.579, -0.800)  0.42
H (3.385, -4.608, 0.930)  0.40
H (1.992, -5.778, 0.607)  0.32
H (2.580, -5.328, 2.873)  0.28
H (1.383, -2.582, 1.947)  0.26

Forces on atoms 1 to 6 (eV/Å):
O 2.4119 -0.1041 0.6105
H -1.7300 -0.6425 -0.7282
H -0.2879 0.5451 -0.0467
O -0.5683 -0.8638 -0.9197
H 0.6812 0.7138 0.9508
H -0.0887 0.0493 0.0547



Calculated values (kcal/mol) of ΔE to the lowest compared entry with this formula, charge and spin for the records, taken in order: 43.17 18.73 718.41 1.51 16.29 80.54.